Model i:
Computed, not measured: an isolated molecule of C2H3N2OP, with the ωB97M-V functional and the def2-TZVPD basis.

The calculation puts the LUMO energy at -0.5 eV. As for the SMILES: N#CC/P=N/O. The gap between HOMO and LUMO is 0.336 Ha. The highest occupied orbital energy comes out at -0.355 Eh.

Geometry as XYZ:
```
9
Properties=species:S:1:pos:R:3:lowdin_charge:R:1
C -1.725 0.236 -0.001 -0.3527
C -0.939 -1.002 0.039 -0.4161
N -2.210 1.263 0.112 0.1338
N 1.341 0.521 0.148 -0.3965
O 2.630 0.987 -0.024 -0.1624
P 0.971 -1.002 0.105 0.9116
H -1.315 -1.483 -0.919 0.0883
H -1.409 -1.395 0.981 0.0832
H 2.657 1.876 -0.441 0.1110
```

---

Model ii:
Computed, not measured: a cluster of 2 separate species, C2H3N2OP in total, with the ωB97M-V functional and the def2-TZVPD basis.

The calculation puts the LUMO energy at 0.3 eV. The gap between HOMO and LUMO is 0.335 Ha. The highest occupied orbital energy comes out at -0.325 Eh.

Geometry as XYZ:
```
9
Properties=species:S:1:pos:R:3:lowdin_charge:R:1
C 1.411 0.292 0.641 0.1004
C -2.290 -0.321 0.126 -0.6765
N 1.627 -0.137 -0.444 -0.2246
N 2.043 -0.816 -1.343 0.0589
O -2.457 -1.335 -0.419 0.1002
P -2.285 1.255 0.562 0.7970
H 0.765 0.887 1.097 -0.0341
H 2.873 -0.526 -1.827 0.0658
H -1.686 0.700 1.608 -0.1873
```

---

Relative energies in eV: model i 0.000; model ii 1.502

---

Model i:
Computed, not measured: a cluster of 2 separate species, C4H10NO2S in total, with the ωB97M-V functional and the def2-TZVPD basis.

The calculation puts the LUMO energy (spin up / spin down) at -4.2 / -8.6 eV. As for the spin multiplicity: 3. The gap between HOMO and LUMO (spin up / spin down) is 0.311 / 0.258 Ha. The total charge is +1. The highest occupied orbital energy (spin up / spin down) comes out at -0.464 / -0.574 Eh. The expectation value of S² is 2.01.

Geometry as XYZ:
```
18
Properties=species:S:1:pos:R:3:lowdin_charge:R:1
C 0.606 -0.532 -1.182 0.1267
C -2.261 -0.502 0.340 -0.0303
C 0.099 1.495 0.073 0.0617
C -0.796 -0.698 0.693 -0.1673
N 0.001 0.038 -0.225 -0.1532
O 3.348 1.176 -0.100 -0.3384
O 2.631 -1.120 -0.041 -0.5053
S 3.668 -0.173 0.399 0.9365
H 0.715 -1.628 -1.387 0.1527
H 1.179 -0.041 -1.926 0.1151
H -2.656 0.437 0.410 0.0562
H -2.586 -0.709 -0.597 0.0604
H -2.985 -1.018 0.909 0.0888
H -0.086 1.529 1.087 0.0828
H 0.990 2.011 -0.441 0.1371
H -0.725 1.915 -0.465 0.1033
H -0.661 -1.800 0.824 0.1635
H -0.481 -0.380 1.630 0.1096
```

---

Model ii:
Computed, not measured: a cluster of 2 separate species, C4H10NO2S in total, with the ωB97M-V functional and the def2-TZVPD basis.

The calculation puts the LUMO energy (spin up / spin down) at -3.2 / -5.8 eV. As for the spin multiplicity: 3. The gap between HOMO and LUMO (spin up / spin down) is 0.349 / 0.253 Ha. The total charge is +1. The highest occupied orbital energy (spin up / spin down) comes out at -0.467 / -0.467 Eh. The expectation value of S² is 2.01.

Geometry as XYZ:
```
18
Properties=species:S:1:pos:R:3:lowdin_charge:R:1
C 0.475 0.120 -0.249 -0.3425
C -1.792 -0.661 0.722 -0.0024
C -1.361 0.213 -1.718 -0.0604
C -0.816 -0.154 -0.389 -0.2588
N 1.142 0.140 1.098 0.1896
O 3.668 0.761 1.233 -0.6874
O 1.382 0.561 -1.152 0.0471
S 5.013 0.869 0.488 0.9320
H -1.307 -0.976 1.594 0.0471
H -2.250 0.237 1.059 0.0748
H -2.562 -1.287 0.212 0.1101
H -1.418 -0.662 -2.408 0.1060
H -2.497 0.328 -1.782 0.1173
H -0.839 1.090 -2.191 0.0960
H 0.546 0.741 1.697 0.1694
H 2.240 0.572 1.076 0.0974
H 1.340 -0.853 1.516 0.2131
H 1.101 0.825 -2.076 0.1516
```

---

Relative energies in eV: model i 2.658; model ii 0.000

---

Model i:
Computed, not measured: an isolated molecule of C3H5ClS2, with the ωB97M-V functional and the def2-TZVPD basis.

The calculation puts the LUMO energy at -0.4 eV. As for the SMILES: C[C@H](Cl)C(=S)S. The gap between HOMO and LUMO is 0.317 Ha. The highest occupied orbital energy comes out at -0.331 Eh.

Geometry as XYZ:
```
11
Properties=species:S:1:pos:R:3:lowdin_charge:R:1
C 1.555 0.806 1.016 -0.1457
C 0.575 0.848 -0.133 -0.8768
C 0.084 -0.568 -0.384 -1.2423
H 2.365 0.119 0.696 0.0866
H 1.958 1.816 1.141 0.0835
H 1.164 0.391 1.926 0.0711
H 1.052 1.281 -0.987 0.0816
H -1.219 -2.303 0.327 -0.1157
S -1.277 -1.003 0.662 0.7405
S 0.908 -1.566 -1.306 0.7094
Cl -0.747 1.958 0.248 0.6078
```

---

Model ii:
Computed, not measured: a structure of composition C3H5ClS2, with the ωB97M-V functional and the def2-TZVPD basis.

The calculation puts the LUMO energy at -1.1 eV. The gap between HOMO and LUMO is 0.296 Ha. The highest occupied orbital energy comes out at -0.337 Eh.

Geometry as XYZ:
```
11
Properties=species:S:1:pos:R:3:lowdin_charge:R:1
C -0.255 -1.009 -0.743 -0.4236
C -1.025 -0.013 0.050 -0.9314
C -0.177 0.915 0.940 -0.4668
H 2.427 -0.367 -0.764 0.0173
H -0.070 -0.294 -1.557 0.0651
H -0.643 -1.967 -0.960 0.0434
H -0.775 1.944 1.292 0.1328
H 0.524 0.440 1.665 0.0133
S 1.501 -1.372 0.332 0.4769
S -2.694 0.034 0.025 0.7061
Cl 1.188 1.690 -0.280 0.3669
```

---

Model iii:
Computed, not measured: an isolated molecule of C3H5ClS2, with the ωB97M-V functional and the def2-TZVPD basis.

The calculation puts the LUMO energy at -0.6 eV. As for the SMILES: S=C[C@@H](S)CCl. The gap between HOMO and LUMO is 0.299 Ha. The highest occupied orbital energy comes out at -0.321 Eh.

Geometry as XYZ:
```
11
Properties=species:S:1:pos:R:3:lowdin_charge:R:1
C 0.082 0.398 0.118 -0.9236
C -0.517 -0.969 0.546 -0.6092
C 1.124 -0.117 -0.739 -0.7516
H -0.707 2.890 0.080 0.0424
H 0.296 1.064 1.014 0.0968
H -1.033 -0.694 1.601 0.1438
H 0.404 -1.472 0.840 0.0838
H 0.359 -0.959 -1.398 0.0874
S -1.194 1.445 -0.664 0.6062
S 2.792 -0.227 -0.603 0.6189
Cl -1.608 -1.359 -0.793 0.6050
```

---

Relative energies in eV: model i 0.000; model ii 3.337; model iii 3.792